Record 1
74
Properties=species:S:1:pos:R:3 method="wB97M-V/def2-TZVPD" e_above_lowest_kj_mol=613.4 homo_lumo_gap_ev=8.254 total_charge=+1 e_lumo_ev=-2.807
C -0.25979 -3.40404 0.62802
C -1.64105 -2.52074 0.63717
C -1.62000 -1.27090 -0.47408
N -1.67080 0.00286 0.33992
N -0.53069 0.78252 0.19329
C 0.73793 0.16454 0.74515
C 2.06458 1.14342 0.66202
C 2.53822 1.69860 2.16694
C 3.01166 0.37791 3.05553
N 1.97679 0.02432 4.12256
B -0.83935 2.10709 0.93388
O -1.42177 1.92288 2.31027
O -0.62710 3.45318 0.34488
C -0.62145 4.37317 1.52721
C -0.12162 5.91391 1.11472
H -0.46477 -4.56332 0.43563
H 0.57471 -2.99125 -0.10977
H 0.23613 -3.35544 1.71235
H -2.61515 -3.19992 0.51813
H -1.72653 -2.04587 1.72758
H -0.63693 -1.37083 -1.13951
H -2.56574 -1.45679 -1.15516
H -2.43916 0.58398 -0.11291
H -0.34078 0.97998 -0.83532
H 1.05492 -0.84614 0.19440
H 0.53558 -0.16672 1.87375
H 1.97651 2.00629 -0.13239
H 2.98068 0.46956 0.29874
H 3.46667 2.39973 2.04131
H 1.61879 2.20461 2.68540
H 3.22835 -0.51538 2.30355
H 4.05706 0.58550 3.59263
H 2.26122 -0.88079 4.60189
H 2.06001 0.73971 4.90252
H -0.94422 1.15969 2.76951
H 0.15361 4.00366 2.33624
H -1.71544 4.52209 1.96266
H -0.97391 6.40704 0.46682
H 0.93197 5.90945 0.58668
H -0.11964 6.51003 2.14655
C 6.63844 1.79323 -3.64079
C 5.38936 2.59844 -3.28940
C 5.29451 2.96449 -1.78936
O 4.88499 1.88396 -0.94535
C 5.93166 0.99820 -0.57917
N 4.20130 1.85873 -3.74011
H 6.56857 0.74804 -3.32771
H 6.79550 1.78938 -4.72545
H 7.52952 2.22979 -3.17854
H 5.44323 3.53754 -3.85226
H 4.51836 3.73190 -1.67975
H 6.22505 3.41273 -1.42362
H 6.88683 1.51616 -0.45199
H 6.02348 0.20197 -1.32011
H 5.66305 0.53059 0.37328
H 3.37761 2.44269 -3.59070
H 4.06458 1.07904 -3.08950
C -7.60069 -3.18582 -1.44629
C -7.04358 -3.27895 -0.02750
C -5.49762 -3.28955 0.02753
O -4.90523 -4.54180 -0.33095
C -4.77552 -4.74906 -1.72895
N -7.61480 -4.46147 0.63369
H -7.52717 -4.13075 -1.99131
H -8.66275 -2.91649 -1.42068
H -7.07766 -2.41664 -2.02343
H -7.38371 -2.38665 0.51077
H -5.19774 -3.11090 1.06747
H -5.06712 -2.47251 -0.56214
H -4.56257 -3.82069 -2.26709
H -5.67788 -5.22108 -2.12184
H -3.94448 -5.44201 -1.89376
H -7.31578 -4.46556 1.60959
H -7.15124 -5.28449 0.23665

---

Record 2
91
Properties=species:S:1:pos:R:3 method="wB97M-V/def2-TZVPD" homo_lumo_gap_ev=9.109 smiles="CC[C@H](C)[C@H]1[C@@H](C)[C@@H](P(O)(O)=S)OS(=O)(=O)[C@H]1CCO.NC(N)=O.NC(N)=O.NC(N)=O.NC(N)=O.NC(N)=O.NC(N)=O" e_lumo_ev=-0.170
C 3.31067 3.30582 3.14061
C 3.05131 3.91447 1.71845
C 1.62711 3.62122 1.14225
C 0.62391 4.56252 1.92416
C 1.20164 2.12433 1.17904
C -0.36799 1.97822 0.99626
C -0.93646 2.73009 -0.25329
C -0.67627 0.44831 1.02376
P -2.42537 0.02119 1.56341
O -2.58156 0.53792 3.14819
O -3.48991 0.78954 0.54662
S -2.59338 -1.92245 1.47695
O -0.48297 -0.23333 -0.22766
S 0.99126 0.09753 -0.87018
O 1.71105 -1.16123 -1.20233
O 0.73902 0.80919 -2.15909
C 2.02553 1.14595 0.26990
C 3.15280 1.73430 -0.62840
C 4.55053 1.37131 0.01212
O 5.02526 0.12160 -0.43607
H 2.33470 3.09944 3.61780
H 3.82813 4.06736 3.75438
H 3.95403 2.41026 3.13956
H 3.86056 3.67248 0.99890
H 3.12269 5.01426 1.84159
H 1.58977 3.95043 0.08181
H 1.12050 5.45810 2.32557
H -0.18687 4.88614 1.24625
H 0.21849 3.98016 2.77526
H 1.35719 1.79479 2.23228
H -0.88894 2.39429 1.88134
H -0.16889 3.13549 -0.93065
H -1.56156 3.57143 0.10800
H -1.63129 2.09438 -0.83783
H -0.02086 -0.05769 1.77280
H -1.78909 0.19143 3.58957
H -4.06731 1.33042 1.12387
H 2.50601 0.39623 0.93198
H 3.14957 1.17387 -1.58787
H 3.06267 2.79440 -0.89719
H 5.25225 2.20410 -0.18227
H 4.39091 1.37267 1.11530
H 4.89645 -0.49896 0.27820
N 0.86345 -0.23449 6.63789
C 0.47491 -1.16281 5.72039
N -0.02387 -2.31656 6.23809
O 0.56780 -0.97385 4.51230
H 0.79686 -0.36810 7.62856
H 1.23699 0.62772 6.28803
H -0.31885 -3.02126 5.58687
H -0.10983 -2.49577 7.21990
N 1.48998 2.44094 -4.51306
C 1.99823 3.32597 -5.41215
N 3.14112 2.91998 -6.04008
O 1.47422 4.40682 -5.64297
H 1.90356 1.55148 -4.30883
H 0.64904 2.70338 -4.03443
H 3.54304 3.54810 -6.70967
H 3.58829 2.04038 -5.86903
N 0.22545 -3.97122 -3.68261
C -0.71386 -4.36747 -2.77776
N -0.76333 -3.62534 -1.64150
O -1.45715 -5.32355 -2.97773
H 0.84137 -3.19139 -3.54106
H 0.28759 -4.49255 -4.53721
H -1.44400 -3.88512 -0.95209
H -0.16268 -2.83998 -1.46079
N -6.42502 -0.86046 2.81285
C -6.72936 0.35041 2.27508
N -7.81998 0.36703 1.46057
O -6.06687 1.35657 2.50670
H -6.94895 -1.69588 2.63738
H -5.62351 -0.90651 3.41560
H -8.07043 1.24609 1.04787
H -8.37538 -0.44118 1.25655
N 2.16510 -7.24624 -2.80049
C 1.69635 -8.06115 -1.81248
N 0.46824 -7.72656 -1.33329
O 2.33301 -9.01762 -1.39125
H 1.65864 -6.45751 -3.15871
H 3.06762 -7.45980 -3.17998
H 0.08870 -8.30071 -0.60539
H -0.06710 -6.94482 -1.66947
N -1.95359 -0.32916 -2.68044
C -2.50672 -0.38905 -3.92280
N -3.82704 -0.73524 -3.95212
O -1.86961 -0.15113 -4.93945
H -2.46032 -0.52250 -1.83703
H -0.97304 -0.07684 -2.61953
H -4.26627 -0.78956 -4.85151
H -4.36816 -0.93547 -3.13311

---

Record 3
74
Properties=species:S:1:pos:R:3 method="wB97M-V/def2-TZVPD" homo_lumo_gap_ev=6.118 total_charge=-1 e_lumo_ev=2.349
C -5.68093 -2.80169 0.69751
C -4.29269 -2.40835 0.21819
S -3.59903 -3.80119 -0.69030
C -1.84444 -3.39468 -0.92279
C -1.35752 -1.95799 -1.01290
C -0.95014 -1.30980 0.31257
O -0.92038 0.05203 0.04060
P -2.36403 0.49527 -0.90192
O -2.18994 -1.08428 -1.69961
H -6.24901 -1.89496 0.90391
H -5.64633 -3.39930 1.60414
H -6.21853 -3.34526 -0.07770
H -4.33069 -1.53968 -0.43159
H -3.64079 -2.16993 1.05499
H -1.59858 -3.89692 -1.85557
H -1.26925 -3.88091 -0.13320
H -0.40960 -2.04087 -1.56854
H -1.58683 -1.57016 1.16837
H 0.07652 -1.62323 0.52731
H -2.49037 1.78868 -0.24555
H -3.13524 -0.09308 0.18778
H -3.56160 0.72359 -1.67905
H -1.53290 1.11341 -1.91864
C 2.34633 -0.31960 -2.31048
C 3.16178 -0.93583 -1.17705
C 4.66227 -1.05227 -1.45919
O 5.03098 -2.09661 -2.34623
C 4.90956 -1.79318 -3.71866
N 2.55096 -2.20612 -0.80051
H 2.19766 -1.02671 -3.12815
H 1.35824 -0.03909 -1.94410
H 2.83352 0.57298 -2.71164
H 3.07051 -0.27339 -0.31108
H 5.16743 -1.28030 -0.51716
H 5.05996 -0.09702 -1.83165
H 5.15786 -0.74496 -3.91575
H 3.90459 -1.99301 -4.09863
H 5.61435 -2.42790 -4.25732
H 2.99974 -2.55949 0.03829
H 2.75744 -2.89430 -1.51950
C -4.56175 4.86318 -0.03027
C -3.51124 5.09303 -1.11225
C -3.63568 6.44823 -1.82153
O -4.69031 6.54562 -2.76241
C -5.95896 6.83859 -2.22208
N -3.51974 3.94744 -2.00915
H -5.53102 4.61337 -0.46339
H -4.26072 4.02043 0.59003
H -4.68385 5.74381 0.60667
H -2.53323 5.10168 -0.61936
H -2.72206 6.61981 -2.39638
H -3.72392 7.26343 -1.08758
H -5.87841 7.51770 -1.36619
H -6.49185 5.93748 -1.90783
H -6.54192 7.32738 -3.00349
H -2.73400 3.98495 -2.65024
H -4.34863 3.98427 -2.59524
C 5.56305 -1.04281 3.30366
C 4.06133 -1.27166 3.44434
C 3.66246 -2.01040 4.72662
O 3.93052 -3.39930 4.71826
C 5.24464 -3.77154 5.07289
N 3.56348 -1.92448 2.23344
H 6.08243 -1.95792 3.01741
H 5.75432 -0.30564 2.52451
H 5.99950 -0.67730 4.23556
H 3.58199 -0.28956 3.49857
H 2.58060 -1.92388 4.84885
H 4.13389 -1.54580 5.60412
H 5.64993 -3.10818 5.84429
H 5.92103 -3.77064 4.21392
H 5.19923 -4.78486 5.47115
H 2.54713 -1.96307 2.26096
H 3.86087 -2.89728 2.26297

---

Record 4
91
Properties=species:S:1:pos:R:3 method="wB97M-V/def2-TZVPD" homo_lumo_gap_ev="8.018 / 6.729" s_squared=0.760 e_lumo_ev="-1.232 / -2.521" spin_multiplicity=2
Ag 2.11618 -3.28926 -2.03226
K -2.20261 -4.99231 -0.70295
C 1.03517 -5.66916 -2.45295
O 2.21214 -5.41402 -2.69533
O 0.47716 -4.92987 -1.67439
O 0.41886 -6.66061 -2.86214
N 1.14656 -1.68795 -0.96614
S 0.12901 -1.40009 0.15352
O -1.14434 -0.65985 -0.15423
O 0.67754 -1.43469 1.49428
F -0.44843 -2.95123 0.07794
S 1.39822 0.02107 -1.15681
O 1.82858 0.73922 0.00904
O 0.56357 0.69480 -2.11323
F 2.75976 -0.03717 -2.02731
C 5.81377 0.49368 -4.21835
C 7.23036 0.25921 -4.72481
O 7.13330 -0.73204 -5.66298
H 5.84874 1.31339 -3.50074
H 5.23647 -0.25222 -3.67204
H 5.18563 0.77703 -5.06289
H 7.83521 0.15959 -3.82351
H 7.55400 1.16023 -5.24588
H 7.86942 -0.61270 -6.26754
C -0.96190 -0.40376 5.29325
C -0.69332 -1.88790 5.59214
O 0.52079 -2.24509 4.84518
H -1.60540 0.17665 5.95441
H -1.28637 -0.23575 4.26632
H -0.06394 0.20312 5.40925
H -1.54962 -2.51981 5.35652
H -0.46345 -2.08102 6.63998
H 0.36057 -2.37813 3.90804
C -3.56126 -1.49499 2.08899
C -2.68280 -2.66744 2.61875
O -2.93666 -3.83781 1.75434
H -3.36470 -0.57437 2.63846
H -4.55434 -1.67702 2.49980
H -3.41403 -1.33563 1.02080
H -2.87646 -2.93431 3.65768
H -1.62599 -2.40790 2.55639
H -3.62639 -4.40885 2.10043
C 0.79154 2.28757 2.73596
C 0.67099 3.85273 3.01665
O -0.65444 4.23089 2.81431
H 0.24073 1.69410 3.46569
H 1.86111 2.13829 2.88372
H 0.46438 1.96358 1.74799
H 1.28524 4.39309 2.29637
H 0.99544 4.08747 4.03042
H -0.62601 5.15692 3.06584
C -2.79436 2.01486 -3.73153
O -3.63990 2.89100 -3.81598
N -1.68850 2.18721 -3.14561
N -2.93317 0.77398 -4.22119
H -0.99513 1.47072 -2.98440
H -1.52584 3.11609 -2.78393
H -2.30651 0.02758 -3.95609
H -3.79893 0.64128 -4.72413
C -2.62456 -2.38975 -2.74257
O -1.51921 -1.84660 -2.95491
N -3.31488 -2.93943 -3.72590
N -3.29920 -2.25356 -1.60728
H -4.15618 -3.46928 -3.54824
H -2.93802 -2.93630 -4.66295
H -2.95160 -1.68084 -0.85146
H -4.19555 -2.69706 -1.46603
C 4.25084 2.70487 0.32506
C 5.03628 2.22236 1.49307
C 4.74194 0.86041 1.97612
O 6.34953 2.33223 1.03005
H 4.08096 2.06221 -0.53879
H 4.62604 3.66476 -0.02981
H 3.20643 2.89450 0.57274
H 4.86785 2.97744 2.26091
H 5.19216 0.67764 2.95182
H 5.12377 0.16809 1.22579
H 3.70512 0.52714 2.02120
H 6.56300 1.85191 0.22672
C -5.85046 2.00360 0.51286
C -4.62140 1.77409 -0.30555
C -3.39571 2.20601 0.58399
O -4.47190 0.38495 -0.57037
H -5.90720 1.44190 1.44526
H -6.73287 1.65894 -0.02627
H -5.95035 3.08099 0.64452
H -4.66161 2.31745 -1.24961
H -3.44724 1.74679 1.57119
H -3.30390 3.29205 0.59772
H -2.41990 1.86685 0.23633
H -3.61784 0.38359 -1.00875

---

| no. | calculated total energy (a.u.) |
| --- | --- |
| 1 | -1275.09775 |
| 2 | -3373.90782 |
| 3 | -1955.82132 |
| 4 | -3821.81449 |